## w
Density functional theory data (the ωB97M-V functional and the def2-TZVPD basis) for a molecular structure, C3H8N3.

ORCA input file:
```
! RIJCOSX wB97M-V def2-TZVPD def2/J DEFGRID3
* xyz 1 1
C -1.96 0.76 0.15
C -1.11 0.09 -0.40
C 1.67 0.32 0.03
N 1.20 1.55 0.04
N 1.13 -0.78 -0.38
N -0.28 -0.97 -0.63
H -2.60 1.39 0.66
H -2.20 -1.70 1.17
H 2.58 0.24 0.67
H 0.32 1.82 -0.50
H 1.69 2.39 0.28
H 1.64 -1.63 -0.35
H -1.60 -1.90 0.71
H -0.48 -1.57 -1.44
*
```

Values from the calculation:
LUMO energy	-3.866	eV

***

## x
Density functional theory data (the ωB97M-V functional and the def2-TZVPD basis) for 2 unconnected molecules or ions with the total composition C3H8N3.

ORCA input file:
```
! RIJCOSX wB97M-V def2-TZVPD def2/J DEFGRID3
* xyz 1 1
C 1.63 0.01 1.05
C 2.77 0.24 0.54
C -1.57 0.38 -1.01
N -1.73 1.20 -0.03
N -1.12 -0.81 -0.83
N -0.55 -1.30 0.28
H 0.86 0.07 1.75
H -2.06 0.61 -1.94
H 3.00 -0.06 -0.56
H 3.59 0.42 1.26
H -1.98 2.14 0.01
H -1.29 -1.50 -1.60
H -1.53 0.77 0.89
H -0.02 -2.18 0.19
*
```

Values from the calculation:
LUMO energy (spin up / spin down)	-5.661 / -4.010	eV

***

Least stable structure: x

***

## w
Density functional theory data (the ωB97M-V functional and the def2-TZVPD basis) for a molecular structure, C3H8N3.

ORCA input file:
```
! RIJCOSX wB97M-V def2-TZVPD def2/J DEFGRID3
* xyz 1 1
C 0.43 0.04 0.59
C -0.19 1.99 2.06
C -0.12 -0.76 -1.19
N -0.02 0.83 1.36
N 1.10 -1.14 -1.65
N -1.05 -1.73 -0.98
H 0.72 2.49 2.02
H -0.76 2.73 1.51
H -0.40 1.86 3.14
H -0.37 0.29 -1.46
H 1.75 -0.46 -2.13
H 1.43 -2.10 -1.79
H -0.53 -2.49 -0.66
H -1.98 -1.53 -0.82
*
```

Values from the calculation:
LUMO energy	-4.041	eV

***

## x
Density functional theory data (the ωB97M-V functional and the def2-TZVPD basis) for 2 unconnected molecules or ions with the total composition C3H8N3.

ORCA input file:
```
! RIJCOSX wB97M-V def2-TZVPD def2/J DEFGRID3
* xyz 1 1
C 1.13 1.25 0.46
C 1.64 0.01 0.72
C -0.66 0.02 0.27
N -0.27 1.19 0.21
N -1.92 -0.39 0.00
N 0.56 -1.00 0.47
H 1.56 2.17 0.50
H -0.53 0.74 -2.67
H 2.52 -0.48 1.05
H -0.10 0.64 -2.10
H -2.27 -1.20 0.47
H -2.68 0.29 0.06
H 0.59 -1.47 -0.44
H 0.44 -1.78 1.01
*
```

Values from the calculation:
LUMO energy	-4.138	eV

***

## y
Density functional theory data (the ωB97M-V functional and the def2-TZVPD basis) for a gas-phase ion, C3H8N3 (charge +1).

ORCA input file:
```
! RIJCOSX wB97M-V def2-TZVPD def2/J DEFGRID3
* xyz 1 1
N 1.96 0.16 -0.41
C 0.71 0.34 0.62
N 0.03 1.55 0.34
C -1.09 1.28 -0.15
C -1.48 -0.25 -0.28
N -0.19 -0.84 0.25
H 2.89 0.36 -0.08
H 1.71 1.01 -0.90
H 0.96 0.45 1.72
H -1.97 1.89 -0.24
H -2.47 -0.28 0.15
H -1.53 -0.73 -1.29
H -0.16 -1.50 1.06
H 0.20 -1.24 -0.60
*
```

Values from the calculation:
LUMO energy	-3.802	eV
SMILES	N[C@H]1N=CC[NH2+]1

***

## z
Density functional theory data (the ωB97M-V functional and the def2-TZVPD basis) for 3 unconnected molecules or ions with the total composition C3H8N3.

ORCA input file:
```
! RIJCOSX wB97M-V def2-TZVPD def2/J DEFGRID3
* xyz 1 1
C 1.18 -2.62 2.41
C -1.69 3.26 0.00
C 0.60 -2.80 -1.53
N -0.99 4.36 -0.17
N 1.10 -1.74 1.61
N 1.51 -3.66 -1.56
H 1.08 -3.43 3.18
H -0.87 4.91 -0.95
H -1.99 3.10 1.06
H -1.97 2.74 -0.92
H 0.44 -2.11 -0.70
H -0.07 -2.76 -2.30
H -0.46 4.59 0.68
H 2.15 -3.83 -0.80
*
```

Values from the calculation:
LUMO energy	-6.602	eV

***

Least stable structure: z

***

## w
Density functional theory data (the ωB97M-V functional and the def2-TZVPD basis) for a molecular structure, C41H45As2Br2InN6O12S.

ORCA input file:
```
! RIJCOSX wB97M-V def2-TZVPD def2/J DEFGRID3
* xyz 0 1
In -0.39 -1.78 -0.10
C -4.19 0.43 -1.63
C -3.27 -0.71 -1.28
O -2.11 -0.48 -0.94
C -2.81 -3.22 -1.06
C -1.80 -3.32 -2.19
C -2.15 -4.03 -3.46
N -0.71 -2.69 -2.03
N 0.28 -2.57 -2.99
C 1.15 -1.66 -2.59
O 1.06 -0.92 -1.53
C 2.33 -1.45 -3.47
C 2.80 -2.48 -4.29
C 3.90 -2.27 -5.11
C 4.53 -1.04 -5.12
C 4.08 -0.01 -4.31
C 2.99 -0.22 -3.47
H -3.78 1.37 -1.27
H -5.19 0.27 -1.24
H -4.26 0.49 -2.72
H -3.34 -4.17 -0.98
H -3.10 -4.55 -3.37
H -1.36 -4.74 -3.71
H -2.20 -3.32 -4.29
H 2.29 -3.43 -4.27
H 4.26 -3.08 -5.74
H 5.39 -0.88 -5.77
H 4.57 0.96 -4.32
H 2.64 0.56 -2.81
C -2.54 5.17 -1.31
O -3.38 4.99 -0.15
C -2.84 4.67 1.03
O -3.51 4.68 2.03
C -1.40 4.22 1.04
C -0.43 5.08 1.37
As 1.53 4.73 1.64
C 2.24 6.03 0.38
C 1.28 3.09 0.60
C 0.46 2.28 1.31
As -1.30 2.28 0.47
C -2.49 1.51 1.81
C 0.61 2.19 2.82
O -0.25 2.40 3.63
O 1.83 1.76 3.15
C 2.05 1.63 4.57
C 1.13 3.10 -0.89
O 0.93 4.07 -1.59
O 1.25 1.86 -1.39
C 0.96 1.73 -2.79
C -0.77 6.53 1.58
O -0.79 7.31 0.66
O -0.98 6.95 2.83
C -1.02 6.00 3.92
H -3.15 5.68 -2.04
H -2.22 4.21 -1.71
H -1.67 5.77 -1.08
H 2.09 7.02 0.82
H 1.75 5.98 -0.58
H 3.31 5.86 0.27
H -2.48 2.06 2.74
H -2.18 0.48 1.99
H -3.50 1.49 1.40
H 3.10 1.36 4.68
H 1.41 0.85 4.98
H 1.84 2.56 5.07
H 0.88 0.67 -2.97
H 1.75 2.17 -3.39
H 0.02 2.23 -3.03
H -1.42 6.54 4.77
H -0.02 5.64 4.16
H -1.67 5.16 3.69
Br -2.58 -6.88 0.77
C -0.72 -6.65 0.53
C 0.06 -7.68 0.03
N 1.37 -7.54 -0.19
C 1.93 -6.37 0.09
C 1.23 -5.28 0.60
C -0.13 -5.44 0.84
C 1.94 -3.99 0.90
O 3.07 -4.04 1.38
O 1.33 -2.89 0.60
H -0.39 -8.65 -0.19
H 2.99 -6.28 -0.10
H -0.72 -4.63 1.25
S -0.17 -0.45 2.00
C 1.57 -0.44 1.98
N 2.26 0.05 0.96
C 3.69 -0.19 0.81
C 4.35 -0.10 2.17
C 3.67 -1.09 3.11
N 2.21 -0.86 3.07
H 1.74 0.25 0.12
H 4.09 0.56 0.13
H 3.85 -1.18 0.37
H 4.27 0.91 2.56
H 5.41 -0.36 2.09
H 4.00 -0.97 4.13
H 3.87 -2.11 2.78
H 1.64 -1.27 3.78
Br -7.08 -2.79 1.15
C -5.30 -2.54 0.48
C -4.28 -2.55 1.50
C -2.93 -2.65 1.30
N -2.19 -2.90 0.20
C -3.85 -2.12 -1.48
C -5.19 -2.34 -0.83
H -4.61 -2.46 2.52
H -2.32 -2.51 2.20
H -4.01 -2.19 -2.57
H -6.06 -2.43 -1.47
*
```

Values from the calculation:
LUMO energy	-0.853	eV

***

## x
Density functional theory data (the ωB97M-V functional and the def2-TZVPD basis) for a molecular structure, C41H45As2Br2InN6O12S.

ORCA input file:
```
! RIJCOSX wB97M-V def2-TZVPD def2/J DEFGRID3
* xyz 0 1
In 1.25 1.18 1.71
C 0.40 -1.88 4.75
C 0.29 -0.56 4.04
O 0.95 -0.51 2.93
C -0.45 0.46 4.61
C -0.66 1.77 4.11
C -1.57 2.69 4.87
N -0.09 2.21 3.02
N -0.40 3.50 2.61
C 0.26 3.85 1.55
O 1.15 3.14 0.92
C -0.08 5.17 0.95
C -1.14 5.93 1.44
C -1.49 7.12 0.82
C -0.78 7.57 -0.29
C 0.29 6.83 -0.77
C 0.64 5.63 -0.15
H 0.13 -2.68 4.06
H 1.44 -2.03 5.05
H -0.23 -1.93 5.63
H -0.96 0.22 5.53
H -1.96 2.19 5.76
H -1.04 3.59 5.15
H -2.40 3.00 4.23
H -1.70 5.56 2.29
H -2.32 7.70 1.20
H -1.06 8.50 -0.77
H 0.85 7.18 -1.62
H 1.47 5.04 -0.50
C 3.28 -2.65 -0.93
O 3.03 -4.06 -1.02
C 1.82 -4.53 -1.33
O 1.66 -5.70 -1.55
C 0.61 -3.64 -1.16
C -0.01 -3.02 -2.16
As -1.76 -2.12 -2.16
C -2.64 -3.50 -3.25
C -2.44 -2.67 -0.40
C -1.75 -3.21 0.60
As 0.18 -3.45 0.74
C 0.17 -5.35 1.24
C -2.38 -3.60 1.89
O -2.03 -3.17 2.96
O -3.30 -4.56 1.74
C -4.00 -4.92 2.94
C -3.87 -2.32 -0.14
O -4.34 -2.07 0.94
O -4.58 -2.24 -1.28
C -5.97 -1.91 -1.12
C 0.60 -2.87 -3.51
O 0.07 -2.23 -4.39
O 1.79 -3.44 -3.63
C 2.43 -3.29 -4.91
H 3.86 -2.35 -1.80
H 3.87 -2.49 -0.02
H 2.37 -2.06 -0.88
H -2.13 -3.52 -4.21
H -3.68 -3.22 -3.40
H -2.57 -4.47 -2.76
H -0.43 -5.95 0.55
H -0.22 -5.42 2.25
H 1.19 -5.71 1.23
H -4.66 -5.73 2.66
H -4.56 -4.06 3.31
H -3.29 -5.25 3.70
H -6.36 -1.76 -2.12
H -6.08 -1.01 -0.52
H -6.49 -2.73 -0.63
H 3.37 -3.82 -4.82
H 2.59 -2.24 -5.13
H 1.81 -3.73 -5.69
Br 8.92 -1.20 -0.41
C 7.55 -0.81 0.83
C 7.70 -1.18 2.16
N 6.77 -0.94 3.08
C 5.66 -0.31 2.70
C 5.43 0.10 1.39
C 6.40 -0.16 0.43
C 4.16 0.78 0.99
O 3.98 1.07 -0.19
O 3.34 1.00 1.95
H 8.60 -1.69 2.49
H 4.92 -0.13 3.46
H 6.24 0.15 -0.59
S 0.58 -0.14 -0.31
C 0.73 1.03 -1.59
N -0.25 1.12 -2.48
C -0.27 2.12 -3.54
C 0.55 3.32 -3.11
C 1.93 2.85 -2.68
N 1.80 1.79 -1.69
H -1.04 0.50 -2.36
H -1.31 2.39 -3.71
H 0.12 1.69 -4.47
H 0.06 3.81 -2.27
H 0.63 4.03 -3.93
H 2.49 3.66 -2.21
H 2.51 2.50 -3.53
H 2.58 1.60 -1.05
Br -5.68 2.11 -3.15
C -4.20 2.31 -1.98
C -3.55 3.53 -1.87
C -2.46 3.60 -1.01
N -2.02 2.58 -0.29
C -2.68 1.43 -0.39
C -3.78 1.24 -1.22
H -3.87 4.39 -2.44
H -1.93 4.54 -0.90
H -2.30 0.60 0.21
H -4.26 0.27 -1.29
*
```

Values from the calculation:
LUMO energy	-0.229	eV

***

Least stable structure: w

***

## w
Density functional theory data (the ωB97M-V functional and the def2-TZVPD basis) for 2 unconnected molecules or ions with the total composition C5H10O4.

ORCA input file:
```
! RIJCOSX wB97M-V def2-TZVPD def2/J DEFGRID3
* xyz 0 1
C 0.77 -0.64 1.41
C -2.07 -1.00 0.61
C -1.47 -0.17 -0.43
C -1.49 0.54 -1.47
O 0.49 -0.42 0.02
H 0.36 0.16 2.03
H 0.35 -1.60 1.69
H 1.85 -0.67 1.55
H -3.14 -1.02 0.40
H -1.70 -2.03 0.57
H -1.93 -0.61 1.61
H -2.36 0.87 -2.01
H -0.30 0.81 -1.83
C 1.36 0.67 -0.62
O 2.69 0.26 -0.45
O 1.13 1.77 0.23
O 1.02 0.81 -1.86
H 2.90 -0.24 -1.25
H 1.52 2.53 -0.21
*
```

Values from the calculation:
LUMO energy	0.603	eV

***

## x
Density functional theory data (the ωB97M-V functional and the def2-TZVPD basis) for 2 unconnected molecules or ions with the total composition C5H10O4.

ORCA input file:
```
! RIJCOSX wB97M-V def2-TZVPD def2/J DEFGRID3
* xyz 0 1
O -0.36 3.28 -0.85
C 0.43 2.40 -0.60
C 0.77 1.22 -1.47
C -0.26 0.07 -1.44
C -0.27 -0.55 0.03
C 0.55 -1.82 0.04
O 0.88 -2.65 -0.78
O 0.97 -1.96 1.34
H 0.82 2.31 0.41
H 1.81 0.90 -1.21
H 0.94 1.40 -2.59
H -0.13 -0.67 -2.18
H -1.31 0.51 -1.54
H -1.37 -0.79 0.24
H 0.20 0.16 0.65
H 1.73 -2.70 1.41
O -1.83 -0.38 3.26
H -1.12 -0.68 2.72
H -2.45 -0.06 2.56
*
```

Values from the calculation:
LUMO energy	0.397	eV
SMILES	O=CCCCC(=O)O.O

***

Least stable structure: w